Run P
# C6H14

A 2-piece molecular cluster, C6H14 overall (ωB97M-V/def2-TZVPD, the OMol25 dataset).

Geometry (Å):
H1 -0.060 -2.697 2.219
H2 -1.399 1.707 0.525
H3 1.465 -1.297 -1.160
C1 0.986 -1.541 0.921
H4 1.314 -2.915 -0.538
C2 -0.877 1.786 -1.570
H5 0.903 2.593 0.485
H6 -1.209 -1.853 1.139
H7 -0.370 -1.009 2.497
C3 -0.261 -1.747 1.694
H8 0.934 1.025 1.316
H9 -0.179 -2.008 -0.921
C4 0.741 1.517 0.357
H10 -0.672 2.862 -1.607
C5 0.840 -1.917 -0.506
H11 -0.196 1.294 -2.275
H12 -0.885 0.174 -0.143
C6 -0.672 1.250 -0.157
H13 -1.899 1.626 -1.927
H14 1.496 1.151 -0.348

Values from the calculation:
- net charge = 0
- HOMO-LUMO gap (eV) = 8.6

natural (NBO) population analysis, charges in e, atoms 1 to 5: number 1, H, carries 0.28; number 2, H, carries 0.20; number 3, H, carries 0.25; number 4, C, carries 0.19; number 5, H, carries 0.28

=====

Run Q
# C6H14

One molecule with the formula C6H14 (ωB97M-V/def2-TZVPD, the OMol25 dataset).

Geometry (Å):
H1 -0.359 2.332 0.820
H2 -1.667 -0.441 0.834
H3 -0.433 1.131 2.119
H4 1.127 1.786 1.619
C1 0.148 1.457 1.245
C2 0.931 0.788 -1.075
H5 1.293 -1.649 0.210
H6 0.198 1.366 -1.656
C3 -1.275 -1.358 -1.075
H7 -2.325 -1.653 -1.165
H8 -0.719 -2.235 -0.724
C4 1.063 -0.830 0.902
H9 1.808 1.425 -0.915
H10 0.479 -1.253 1.730
C5 0.262 0.304 0.224
H11 1.230 -0.064 -1.699
H12 -1.699 0.677 -0.530
H13 2.013 -0.480 1.326
C6 -1.157 -0.180 -0.103
H14 -0.919 -1.121 -2.086

Values from the calculation:
- structure (SMILES) = CCC(C)(C)C
- net charge = 0
- HOMO-LUMO gap (eV) = 11.9

natural (NBO) population analysis, charges in e, atoms 1 to 5: number 1, H, carries 0.21; number 2, H, carries 0.20; number 3, H, carries 0.21; number 4, H, carries 0.21; number 5, C, carries -0.60

=====

Computed energies relative to the best structure, in eV: run P 3.926; run Q 0.000

=====

Run P
# C6H14

A 2-piece molecular cluster, C6H14 overall (ωB97M-V/def2-TZVPD, the OMol25 dataset).

Geometry (Å):
H1 2.058 -1.925 -0.328
H2 -1.465 0.178 1.379
C1 1.061 -0.097 0.338
H3 3.164 -0.636 0.182
H4 -0.334 -1.552 -0.430
C2 -0.252 -0.457 -0.372
H5 1.389 1.818 -0.636
C3 2.218 -0.841 -0.332
C4 -1.534 -0.026 0.311
H6 0.580 1.958 0.925
H7 -3.662 -0.474 0.477
H8 -2.874 -0.873 -1.176
H9 -1.385 1.601 -0.022
H10 -0.246 -0.094 -1.406
H11 2.317 1.592 0.860
C5 -2.790 -0.494 -0.164
H12 2.331 -0.521 -1.376
H13 0.983 -0.460 1.375
H14 -2.265 0.878 -0.246
C6 1.349 1.405 0.379

Values from the calculation:
- net charge = 0
- HOMO-LUMO gap (eV) = 8.1

natural (NBO) population analysis, charges in e, atoms 1 to 5: number 1, H, carries 0.21; number 2, H, carries 0.23; number 3, C, carries -0.21; number 4, H, carries 0.21; number 5, H, carries 0.23

=====

Run Q
# C6H14

One molecule with the formula C6H14 (ωB97M-V/def2-TZVPD, the OMol25 dataset).

Geometry (Å):
H1 0.381 -0.040 2.171
H2 1.270 -2.239 -2.402
H3 -0.997 1.611 -0.967
H4 -1.931 0.497 0.020
H5 -0.043 2.643 1.166
C1 -0.996 1.075 -0.008
H6 1.110 -1.395 1.309
C2 0.189 0.096 0.001
H7 -1.793 2.833 0.992
H8 1.545 -2.378 -0.663
H9 -0.080 -0.204 -2.113
H10 2.247 -1.025 -1.563
H11 -1.148 1.623 2.104
H12 -0.763 -1.482 -1.120
H13 -0.653 -1.291 1.455
C3 0.262 -0.701 1.306
C4 0.110 -0.823 -1.226
H14 1.114 0.689 -0.087
C5 1.361 -1.664 -1.473
C6 -0.994 2.097 1.128

Values from the calculation:
- structure (SMILES) = CCC(C)CC
- net charge = 0
- HOMO-LUMO gap (eV) = 12.2

natural (NBO) population analysis, charges in e, atoms 1 to 5: number 1, H, carries 0.21; number 2, H, carries 0.21; number 3, H, carries 0.20; number 4, H, carries 0.19; number 5, H, carries 0.20

=====

Computed energies relative to the best structure, in eV: run P 5.212; run Q 0.000

=====

Run P
# C4H10N

A 2-piece molecular cluster, C4H10N overall (ωB97M-V/def2-TZVPD, the OMol25 dataset).

Geometry (Å):
N1 1.685 0.441 -0.302
C1 -1.308 -0.715 -1.037
C2 2.870 0.471 -0.140
C3 -1.094 -0.673 0.504
C4 -0.744 0.733 0.898
H1 -0.151 -1.274 0.585
H2 0.351 0.824 0.595
H3 -1.090 1.072 1.873
H4 -1.824 -1.242 1.074
H5 -2.394 -0.621 -1.146
H6 -1.282 1.445 0.257
H7 3.606 -0.227 -0.568
H8 -1.049 -1.605 -1.604
H9 -0.846 0.130 -1.541
H10 3.269 1.242 0.550

Values from the calculation:
- net charge = +1
- HOMO-LUMO gap (eV) = 5.7

natural (NBO) population analysis, charges in e, atoms 1 to 5: number 1, N, carries 0.12; number 2, C, carries -0.61; number 3, C, carries -0.18; number 4, C, carries -0.42; number 5, C, carries -0.50

=====

Run Q
# C4H10N

A 2-piece molecular cluster, C4H10N overall (ωB97M-V/def2-TZVPD, the OMol25 dataset).

Geometry (Å):
C1 -1.644 -0.479 1.184
H1 4.013 -1.035 -1.193
H2 4.404 -0.336 0.168
H3 2.662 -0.860 -0.050
H4 0.580 0.101 -2.054
C2 -1.985 0.777 0.403
C3 -1.091 0.782 -0.836
H5 -1.355 -0.288 2.218
H6 -3.073 0.806 0.211
C4 -0.048 -0.002 -1.096
H7 -1.612 1.692 0.976
H8 -1.357 1.661 -1.459
H9 -0.695 -0.814 0.522
N1 3.730 -0.932 -0.211
H10 -2.530 -1.072 1.218

Values from the calculation:
- net charge = +1
- HOMO-LUMO gap (eV) = 3.8

natural (NBO) population analysis, charges in e, atoms 1 to 5: number 1, C, carries -0.46; number 2, H, carries 0.37; number 3, H, carries 0.38; number 4, H, carries 0.36; number 5, H, carries 0.32

=====

Run R
# C4H10N

An isolated ion of composition C4H10N and charge +1 (ωB97M-V/def2-TZVPD, the OMol25 dataset).

Geometry (Å):
H1 0.651 -2.149 -0.388
H2 -1.556 1.482 -0.671
C1 1.207 -0.169 0.427
H3 0.683 1.833 0.797
H4 0.706 1.533 -0.769
C2 0.214 -1.273 0.119
H5 2.194 -0.133 -0.046
C3 -1.025 0.791 -0.025
N1 0.442 1.105 0.122
H6 -0.131 -1.605 1.099
C4 -0.903 -0.633 -0.692
H7 -0.489 -0.362 -1.666
H8 1.349 -0.100 1.499
H9 -1.783 -1.262 -0.668
H10 -1.492 0.617 0.948

Values from the calculation:
- structure (SMILES) = C1CC[NH2+]C1
- net charge = +1
- HOMO-LUMO gap (eV) = 12.9

natural (NBO) population analysis, charges in e, atoms 1 to 5: number 1, H, carries 0.26; number 2, H, carries 0.25; number 3, C, carries -0.22; number 4, H, carries 0.45; number 5, H, carries 0.43

=====

Run S
# C4H10N

A 2-piece molecular cluster, C4H10N overall (ωB97M-V/def2-TZVPD, the OMol25 dataset).

Geometry (Å):
H1 1.968 -3.247 2.796
C1 1.744 -3.431 1.700
H2 0.137 2.279 -0.441
C2 2.065 -2.580 0.642
H3 1.248 -4.440 1.534
H4 -0.447 0.621 0.368
C3 -1.982 2.976 -1.293
H5 2.454 -3.143 -0.146
H6 -3.048 3.393 -1.641
N1 -1.823 1.775 -0.777
H7 1.959 -1.575 0.695
C4 -0.414 1.281 -0.569
H8 0.012 0.752 -1.542
H9 -2.662 1.548 -0.125
H10 -1.210 3.791 -1.201

Values from the calculation:
- net charge = +1
- HOMO-LUMO gap (eV) = 4.9

natural (NBO) population analysis, charges in e, atoms 1 to 5: number 1, H, carries 0.20; number 2, C, carries -0.36; number 3, H, carries 0.23; number 4, C, carries -0.43; number 5, H, carries 0.20

=====

Computed energies relative to the best structure, in eV: run P 6.081; run Q 6.965; run R 0.000; run S 4.762